{"formula": "C31H42BrF16N3O6PS", "method": "wB97M-V/def2-TZVPD", "total_charge": 1, "gap_ev": 8.748, "lumo_ev": -2.859, "elements": ["C", "C", "C", "Br", "N", "C", "C", "C", "C", "N", "C", "C", "C", "N", "C", "C", "C", "C", "O", "C", "C", "O", "O", "C", "C", "C", "C", "C", "O", "P", "S", "H", "H", "H", "H", "H", "H", "H", "H", "H", "H", "H", "H", "H", "H", "H", "H", "H", "H", "H", "H", "H", "H", "H", "H", "H", "H", "H", "H", "H", "H", "H", "H", "H", "H", "C", "C", "C", "F", "F", "F", "F", "O", "C", "C", "F", "F", "F", "F", "H", "H", "H", "H", "C", "C", "C", "F", "F", "F", "F", "O", "C", "C", "F", "F", "F", "F", "H", "H", "H", "H"], "positions_angstrom": [[1.54228, 1.69427, 4.62103], [0.34304, 0.74688, 4.44006], [-0.09277, 0.00624, 3.14987], [0.19922, -1.92870, 3.46590], [0.30171, 0.50009, 1.75366], [1.73150, 0.92083, 1.62540], [2.69934, 0.18878, 2.27372], [4.01290, 0.56647, 2.13054], [4.29108, 1.67506, 1.35916], [3.36788, 2.41218, 0.75972], [2.10338, 2.02274, 0.90196], [-0.67734, 1.65572, 1.49811], [-0.57953, 2.85650, 2.45053], [-1.17644, 3.98841, 1.73959], [-0.25175, 5.06778, 1.36947], [-2.13538, 1.20027, 1.22905], [-3.13071, 1.68497, 2.28931], [-4.50395, 1.05301, 2.08687], [-4.74154, 0.04331, 3.06566], [-4.95201, -1.20756, 2.54784], [-4.07651, -2.27236, 3.13338], [-5.77778, -1.41055, 1.70678], [-2.35220, -0.20523, 1.17419], [-1.36260, -1.11677, 0.72124], [0.02746, -0.53539, 0.59724], [0.18483, 0.18956, -0.76702], [0.10323, -0.75803, -1.97779], [1.23038, -0.73141, -2.90400], [-0.02202, -0.10618, -3.19104], [1.27205, -1.95326, 0.38612], [0.45020, -3.69208, 0.06942], [1.29106, 2.42269, 5.38102], [2.39907, 1.15501, 5.00750], [1.88982, 2.23519, 3.75746], [-0.53266, 1.29307, 4.77142], [0.43812, 0.00146, 5.21381], [-1.16658, -0.02102, 3.14508], [2.46330, -0.66627, 2.87858], [4.79947, 0.01561, 2.60784], [5.31743, 1.97687, 1.22585], [1.38870, 2.63398, 0.38492], [-0.39513, 2.15690, 0.58933], [0.45095, 3.09670, 2.67293], [-1.09156, 2.70885, 3.39160], [-1.92998, 4.35879, 2.29482], [0.74711, 4.68620, 1.19983], [-0.57944, 5.51884, 0.43997], [-0.23728, 5.86330, 2.10880], [-2.46936, 1.62212, 0.28261], [-3.25695, 2.75526, 2.23552], [-2.78955, 1.36230, 3.26893], [-4.62400, 0.65334, 1.09472], [-5.26705, 1.81513, 2.19908], [-4.68788, -2.98410, 3.67384], [-3.37239, -1.84635, 3.83600], [-3.55337, -2.77207, 2.32951], [-1.67930, -1.52963, -0.22705], [-1.37550, -1.95411, 1.40411], [1.16419, 0.63034, -0.88471], [-0.62473, 0.88258, -0.97153], [-0.39641, -1.70188, -1.86668], [1.41641, -1.58611, -3.52896], [1.98468, 0.01521, -2.72930], [2.17446, -1.55221, -0.60323], [2.09621, -2.07257, 1.49494], [7.08198, -2.87100, -1.18755], [5.81180, -2.67389, -0.35586], [5.06694, -3.92045, 0.12607], [4.61126, -4.64783, -0.90483], [3.99345, -3.48790, 0.84427], [4.94603, -1.85716, -1.00410], [6.19319, -2.02752, 0.79055], [6.94149, -2.75978, -2.58047], [6.57988, -3.83140, -3.34921], [5.25672, -3.56142, -4.07401], [4.27821, -3.30346, -3.17399], [4.91650, -4.65705, -4.77720], [6.52904, -4.96864, -2.63686], [7.51603, -3.98493, -4.30612], [7.72660, -2.03665, -0.91515], [7.60752, -3.78105, -0.89627], [5.70162, -4.53927, 0.76446], [5.36662, -2.70691, -4.74406], [-4.98512, 1.10408, -2.46339], [-5.09625, 2.43455, -3.21255], [-6.09494, 2.52446, -4.36816], [-5.75931, 1.66284, -5.34733], [-6.05368, 3.78051, -4.86285], [-3.87254, 2.82719, -3.62637], [-5.53000, 3.34350, -2.28383], [-3.92064, 0.25943, -2.82715], [-4.07074, -0.64995, -3.83529], [-3.12176, -0.34124, -4.99156], [-3.36137, 0.89702, -5.46745], [-3.33617, -1.23324, -5.98076], [-5.34194, -0.73546, -4.24854], [-3.71081, -1.86166, -3.34595], [-4.75660, 1.39437, -1.44481], [-5.93758, 0.57392, -2.43101], [-7.10910, 2.31146, -4.01895], [-2.08615, -0.40451, -4.64829]], "forces_ev_per_a": [[0.277, -0.383, 0.080], [-0.057, 0.821, 0.109], [0.281, -1.075, 0.643], [0.250, 0.171, -0.037], [-0.281, 0.018, -0.150], [-0.605, -0.303, 0.668], [0.276, -0.353, 0.182], [-0.164, -0.039, -0.032], [0.475, 0.211, -0.087], [-0.208, -0.206, 0.065], [0.282, 0.611, -0.499], [-0.063, 0.865, -0.344], [-0.189, 0.422, 0.066], [0.162, -0.250, 0.066], [-0.567, 0.075, -0.184], [-0.676, -0.292, 0.398], [-0.123, -0.728, -0.346], [-0.627, 0.643, 0.260], [0.778, -0.317, -0.155], [-0.418, -0.094, -0.125], [-0.092, 0.355, 0.525], [0.191, 0.088, -0.218], [0.476, -0.056, 0.502], [-0.617, 0.057, 0.228], [0.618, 0.458, -0.917], [-0.637, -0.717, -0.557], [0.706, -0.290, 1.012], [-0.427, 0.139, -0.455], [-0.614, 0.512, -0.598], [-0.022, -1.971, 0.495], [-0.066, 0.506, -0.202], [-0.163, 0.154, 0.147], [0.215, -0.167, -0.032], [-0.094, 0.148, -0.256], [-0.293, 0.183, -0.200], [0.058, -0.412, -0.009], [-0.287, 0.245, -0.294], [-0.122, -0.058, 0.227], [0.227, -0.158, 0.113], [0.161, 0.183, -0.071], [-0.181, 0.173, -0.115], [0.455, -0.444, -0.422], [0.280, -0.155, 0.101], [-0.012, -0.145, 0.138], [-0.106, 0.149, -0.072], [0.230, -0.073, 0.107], [-0.055, 0.064, -0.218], [0.297, 0.051, 0.243], [0.285, 0.164, -0.284], [0.238, 0.252, 0.120], [-0.001, 0.248, 0.300], [-0.047, -0.306, -0.388], [-0.179, 0.104, 0.143], [-0.132, -0.283, -0.064], [0.220, 0.064, 0.080], [0.020, -0.202, -0.175], [0.090, 0.047, -0.399], [0.010, -0.144, 0.173], [-0.002, 0.576, 0.294], [-0.009, 0.398, 0.285], [-0.514, -0.249, -0.035], [0.412, -0.192, -0.058], [0.609, -0.151, -0.030], [-0.072, 0.482, 0.033], [0.087, 0.496, 0.057], [0.585, 0.090, 0.208], [-0.078, 0.102, -0.198], [-0.046, -0.007, -0.040], [-0.042, 0.055, 0.138], [-0.024, -0.083, 0.115], [0.020, 0.031, 0.127], [0.031, -0.019, 0.032], [-0.412, 0.159, -0.032], [0.176, -0.040, -0.094], [-0.031, -0.023, -0.097], [-0.019, -0.019, -0.122], [-0.061, 0.011, -0.005], [0.023, -0.037, -0.061], [0.047, -0.072, 0.021], [-0.015, 0.024, 0.013], [-0.164, -0.089, 0.018], [-0.036, 0.016, 0.027], [-0.008, -0.004, -0.005], [-0.330, -0.093, 0.490], [0.272, 0.045, -0.039], [-0.058, 0.105, 0.014], [-0.195, 0.131, 0.017], [-0.020, -0.054, -0.046], [-0.084, 0.069, 0.072], [-0.053, -0.034, -0.029], [0.239, 0.199, -0.158], [-0.005, -0.188, 0.040], [0.260, 0.014, -0.152], [0.150, -0.150, -0.035], [0.011, -0.031, -0.032], [-0.044, -0.122, -0.028], [-0.053, -0.007, 0.015], [0.029, 0.053, 0.212], [-0.011, 0.073, -0.172], [0.008, -0.018, -0.031], [-0.004, -0.003, -0.018]]}